(1)
Entry from OMol25: a molecular structure, C31H18MnN5O8 (wB97M-V/def2-TZVPD).

XYZ file:
```
63
Properties=species:S:1:pos:R:3:forces:R:3
Mn 0.698 0.401 -0.146 -0.1 -0.1 -0.2
O -2.396 0.638 -4.919 0.0 -0.1 -0.1
O 1.658 2.310 2.329 0.0 0.0 0.0
O -6.027 -0.947 0.435 0.2 0.1 0.0
O 4.098 1.284 -2.324 0.0 0.0 0.0
O -5.274 -3.015 -0.078 0.2 0.1 0.0
O 2.399 1.113 -0.880 0.1 0.2 0.0
O 0.458 -2.088 2.178 0.0 0.0 0.0
O -2.055 1.451 -2.962 0.0 0.0 0.1
N -1.144 -0.286 -0.044 -0.1 0.0 0.1
N 0.998 0.143 1.848 0.0 0.0 0.0
N 0.954 -1.552 -0.735 0.0 0.0 0.1
N -0.401 2.157 0.036 0.0 0.0 0.1
N -1.673 0.929 -3.990 -0.1 0.1 0.0
C -1.713 1.964 0.285 0.1 0.1 0.0
C 0.604 0.989 -3.078 0.0 0.0 -0.1
C 1.597 -0.159 -5.399 0.1 0.0 0.0
C 1.593 0.618 4.059 0.0 0.0 0.0
C 1.218 -0.709 4.012 0.0 0.0 0.0
C -0.097 -3.689 -0.849 -0.1 0.0 0.0
C -0.237 0.647 -4.122 0.2 -0.1 0.0
C 2.458 0.201 -4.370 0.0 0.0 0.0
C -3.718 -1.250 0.069 0.1 0.0 -0.1
C -2.657 -2.102 -0.219 -0.1 0.1 0.0
C 1.228 -1.505 5.138 0.0 0.0 0.0
C -5.163 -1.795 0.146 -0.4 -0.2 0.1
C 2.922 1.094 -2.049 -0.1 -0.1 0.1
C 2.246 -3.473 -1.279 -0.1 0.0 0.0
C 2.000 1.214 5.233 0.0 0.0 0.0
C 1.439 1.162 2.664 0.0 0.0 -0.1
C -2.158 0.558 0.184 0.0 -0.1 0.0
C 0.837 -1.007 2.587 0.0 0.0 0.0
C -2.018 4.303 0.636 0.1 0.0 0.0
C -2.550 3.027 0.590 0.0 -0.1 0.0
C 2.120 -2.116 -1.050 0.0 0.0 0.0
C 1.114 -4.269 -1.177 0.1 0.0 0.0
C -3.463 0.105 0.256 0.0 -0.1 0.0
C -0.147 -2.321 -0.625 0.1 0.0 0.0
C 1.638 -0.917 6.332 0.0 0.0 0.0
C 0.233 0.062 -5.285 -0.1 0.0 0.0
C 2.020 0.421 6.379 0.0 0.0 0.0
C 1.966 0.759 -3.195 0.0 0.0 0.0
C -1.375 -1.584 -0.272 0.0 0.1 0.0
C -0.667 4.491 0.383 -0.1 0.0 0.0
C 0.110 3.386 0.093 0.0 0.0 0.0
H 3.527 0.057 -4.454 0.0 0.0 0.0
H 1.176 -5.336 -1.347 0.0 0.0 0.0
H 1.175 3.456 -0.087 0.0 0.0 0.0
H 0.183 1.470 -2.205 0.0 0.0 0.0
H -2.655 5.147 0.870 0.0 0.0 0.0
H -0.216 5.473 0.419 0.0 0.0 0.0
H 1.661 -1.505 7.241 0.0 0.0 0.0
H -3.597 2.850 0.787 0.0 0.0 0.0
H 1.989 -0.612 -6.300 0.0 0.0 0.0
H 2.334 0.849 7.323 0.0 0.0 0.0
H 3.211 -3.890 -1.528 0.0 0.0 0.0
H 0.924 -2.542 5.087 0.0 0.0 0.0
H 2.292 2.256 5.255 0.0 0.0 0.0
H -4.308 0.754 0.439 0.0 0.0 0.0
H -0.993 -4.284 -0.749 0.0 0.0 0.0
H -0.459 -0.201 -6.071 0.0 0.0 0.0
H 2.968 -1.444 -1.106 0.0 0.0 0.0
H -2.885 -3.143 -0.399 0.0 0.0 0.0
```
Positions in Å, forces in eV/Å.

The expectation value of S² is 1.186. The LUMO energy (spin up / spin down) comes out at 1.400 / 1.464 eV. Its multiplicity is 2. The total charge is -1. Its frontier orbital gap (spin up / spin down) is 0.2577 / 0.2442 Ha. The value obtained for the HOMO energy (spin up / spin down) is -0.2062 / -0.1904 Eh.

Atomic partial charges in e from the Löwdin method, atoms 1 to 2: 0.682, 0.080

(2)
Entry from OMol25: a molecular structure, C31H20Cl5LuN12S3 (wB97M-V/def2-TZVPD).

XYZ file:
```
72
Properties=species:S:1:pos:R:3:forces:R:3
Lu -0.025 0.060 -0.341 -0.1 -0.2 -0.6
Cl -2.498 -1.368 1.151 -0.4 -0.4 0.2
Cl -4.774 2.282 4.421 -0.1 0.0 0.2
Cl -4.739 -0.592 3.242 -0.1 -0.2 0.0
Cl -0.468 3.528 1.414 0.0 0.5 0.2
Cl -2.568 4.311 3.610 0.0 0.3 0.1
S 1.953 1.207 1.813 0.2 0.0 -0.4
S -1.372 -3.305 -1.168 -0.2 -0.2 0.3
S -1.466 -1.496 -2.129 0.1 0.7 0.1
N -0.305 -0.540 3.511 -0.5 -0.4 -0.2
N 1.775 -0.250 -1.729 -0.1 0.5 0.2
N -0.149 1.943 -1.602 0.2 -0.2 0.0
N 0.727 -1.624 1.044 0.2 -0.6 -0.2
N -0.799 -5.660 -2.148 -0.3 0.4 0.6
N 0.555 0.392 4.059 0.9 0.8 0.2
N 5.682 5.482 -7.411 -0.3 -0.3 0.3
N 1.988 1.951 4.397 -0.7 -0.7 -0.3
N 2.487 -2.978 1.987 0.9 0.8 -0.2
N 1.437 1.685 5.605 -0.2 0.0 0.6
N -0.174 -3.831 -3.495 0.0 -0.4 0.1
N 2.976 -5.111 3.052 0.1 -0.5 0.2
C 1.471 1.178 3.403 0.1 -0.1 0.0
C 3.805 -1.123 -2.245 -0.2 -0.4 0.2
C -2.582 0.232 1.800 0.3 0.7 -0.2
C -3.558 0.556 2.732 0.0 0.0 -0.1
C 4.018 2.799 -5.918 0.3 0.5 -0.2
C 1.987 1.956 -2.876 0.0 0.0 0.1
C -1.088 3.839 -2.413 -0.5 -0.2 0.3
C 2.693 -4.124 2.521 -0.1 -0.8 0.3
C 2.470 0.674 -2.486 0.3 -0.1 -0.1
C 0.748 2.536 -2.470 0.0 0.3 -0.1
C -3.571 1.838 3.272 0.2 -0.1 0.0
C -1.595 1.111 1.336 -0.6 0.1 0.4
C -0.305 -6.508 -3.100 0.3 -0.3 -0.6
C 3.844 4.773 -4.528 0.3 0.1 -0.5
C -0.723 -4.393 -2.371 0.1 0.3 -0.4
C 1.542 -2.361 1.470 -1.1 0.7 -0.3
C 3.744 0.147 -2.796 -0.2 0.3 0.0
C 0.251 -6.022 -4.288 -0.2 -0.1 0.3
C 3.293 2.095 -4.995 -0.2 -0.1 0.1
C -2.596 2.750 2.886 0.0 -0.1 -0.1
C 3.097 4.062 -3.626 -0.1 -0.2 0.2
C 0.318 -4.674 -4.495 0.0 0.1 -0.1
C 5.065 4.881 -6.636 1.0 1.0 -1.2
C 2.794 2.700 -3.821 0.1 0.1 -0.1
C 2.586 -1.325 -1.611 0.3 -0.5 0.1
C 0.173 3.721 -2.980 0.4 -0.2 0.0
C 0.563 0.747 5.378 0.2 0.3 0.0
C -1.247 2.733 -1.592 -0.6 0.3 -0.1
C -1.657 2.378 1.927 0.3 -0.5 -0.4
C 4.321 4.160 -5.704 -0.9 -0.8 1.1
C -0.326 0.126 6.386 0.0 0.0 0.0
H 4.532 0.646 -3.329 0.1 0.1 -0.1
H 4.628 -1.815 -2.289 0.0 -0.1 0.0
H 2.758 4.536 -2.717 0.0 0.0 0.0
H 0.739 -4.197 -5.362 0.0 0.0 -0.1
H -0.186 -0.955 6.421 0.0 0.0 0.0
H -2.124 2.470 -1.012 0.1 0.0 0.1
H 4.083 5.815 -4.347 0.0 0.0 0.0
H 0.032 -0.826 2.576 0.0 0.1 0.4
H -0.090 0.544 7.360 0.0 0.0 0.0
H 0.605 4.382 -3.708 0.1 0.0 -0.1
H 0.616 -6.698 -5.045 0.1 -0.1 -0.1
H -0.404 -7.559 -2.879 0.1 -0.1 -0.1
H -1.369 0.325 6.140 0.0 0.0 0.0
H 2.265 -2.218 -1.090 0.0 0.1 0.0
H 4.356 2.328 -6.833 0.0 0.0 0.0
H 2.688 2.662 4.281 -0.1 -0.1 -0.1
H -0.216 -2.822 -3.591 0.0 0.0 0.1
H -0.344 -1.362 4.109 0.3 0.1 -0.1
H 3.053 1.059 -5.184 0.0 0.0 0.0
H -1.804 4.628 -2.567 -0.1 0.0 0.0
```
Positions in Å, forces in eV/Å.

As for the energy above the lowest of the compared OMol25 structures with the same formula, charge and spin: 9.0 kcal per mole. The LUMO energy (spin up / spin down) comes out at 3.531 / 3.531 eV. The total charge is -2. Its frontier orbital gap (spin up / spin down) is 0.1756 / 0.1576 Ha. The value obtained for the HOMO energy (spin up / spin down) is -0.0458 / -0.0279 Eh.

Atomic partial charges in e from the Löwdin method, atoms 1 to 2: 1.295, 0.640

(3)
Entry from OMol25: a molecular structure, C31H20F5IN9OPt (wB97M-V/def2-TZVPD).

XYZ file:
```
68
Properties=species:S:1:pos:R:3:forces:R:3
Pt 1.622 -1.491 -0.366 1.2 0.2 -0.4
I -0.022 -0.803 -2.561 0.0 0.0 0.0
F 4.049 -3.485 -1.021 0.0 0.0 0.0
F 4.074 -2.272 4.267 0.0 0.0 0.0
F 5.935 -3.970 3.243 0.0 0.0 0.0
F 2.205 -1.184 2.669 0.0 0.0 0.0
F 5.904 -4.563 0.588 0.0 0.0 0.0
O -2.374 2.957 -0.399 0.0 0.0 0.0
N -2.488 -1.552 2.059 0.1 0.0 -0.1
N -0.686 -1.923 0.891 -0.2 -0.1 0.3
N 2.839 2.397 0.095 0.0 0.0 0.1
N -4.188 3.646 -1.426 -0.1 -0.1 0.1
N -2.761 -2.656 1.341 0.0 -0.1 0.0
N 2.609 0.260 -0.088 -0.6 0.3 0.2
N 3.736 2.021 -0.838 0.1 0.1 0.0
N 0.942 -3.185 -1.297 0.2 -0.3 -0.1
N -3.125 4.415 -1.858 0.2 0.1 -0.1
C 0.373 -2.854 -2.456 -0.2 -0.2 0.0
C -0.708 4.474 -1.310 0.1 0.0 0.1
C -5.718 -0.189 1.649 0.0 0.0 0.0
C -5.783 1.582 0.016 0.0 0.0 0.0
C -6.428 0.602 0.751 0.0 0.0 0.0
C 1.018 -5.441 -2.030 -0.1 0.0 0.0
C -1.250 -1.130 1.780 -0.1 0.0 0.0
C -3.716 2.809 -0.570 0.0 0.1 -0.1
C -3.713 0.999 1.100 0.0 0.0 0.0
C 4.019 -3.176 0.291 0.0 0.0 0.0
C -2.083 3.989 -1.235 -0.1 0.0 0.0
C 0.919 5.971 -2.243 0.0 0.0 0.0
C 1.265 -4.466 -1.083 -0.1 0.0 0.1
C -1.650 -2.856 0.671 -0.1 0.1 -0.1
C 0.269 3.938 -0.479 0.0 0.1 0.0
C -3.553 -0.858 2.769 0.0 0.0 0.1
C 4.060 -2.575 2.972 0.0 0.0 0.0
C 0.431 -5.080 -3.234 0.0 0.0 0.0
C 3.045 -2.323 0.779 -0.3 -0.1 -0.2
C 3.577 0.729 -0.924 0.1 -0.1 0.0
C 3.105 -2.036 2.131 -0.1 0.1 0.0
C 2.167 1.345 0.540 0.1 0.0 0.1
C -4.357 0.006 1.827 0.0 0.0 0.0
C 0.094 -3.751 -3.461 0.0 0.0 0.0
C 1.895 5.433 -1.412 0.0 0.0 0.0
C 1.576 4.413 -0.530 -0.1 0.0 0.1
C 5.011 -3.439 2.452 0.0 0.0 0.0
C -0.379 5.496 -2.199 0.0 0.0 0.0
C 2.627 3.818 0.380 0.0 0.0 -0.1
C -4.415 1.780 0.195 0.0 0.0 0.0
C 4.991 -3.742 1.101 0.0 0.0 0.0
H -1.148 5.909 -2.838 0.0 0.0 0.0
H 3.592 4.297 0.238 0.0 0.0 0.0
H 1.728 -4.686 -0.131 0.0 0.0 0.0
H -1.538 -3.688 -0.005 0.0 0.0 0.0
H -4.174 -1.616 3.240 0.0 0.0 0.0
H -2.652 1.170 1.232 0.0 0.0 0.0
H 1.177 6.766 -2.929 0.0 0.0 0.0
H 2.349 3.906 1.430 0.0 0.0 0.0
H -7.489 0.444 0.620 0.0 0.0 0.0
H 1.410 1.369 1.304 0.0 0.0 0.0
H -6.227 -0.966 2.204 0.0 0.0 0.0
H -0.007 3.159 0.221 0.0 0.0 0.0
H -0.365 -3.426 -4.382 0.0 0.0 0.0
H 4.156 0.090 -1.569 0.0 0.0 0.0
H 1.291 -6.465 -1.824 0.0 0.0 0.0
H 2.911 5.807 -1.460 0.0 0.0 0.0
H -3.089 -0.259 3.554 0.0 0.0 0.0
H 0.237 -5.824 -3.994 0.0 0.0 0.0
H -6.322 2.198 -0.691 0.0 0.0 0.0
H -0.806 -0.263 2.242 0.0 0.0 0.0
```
Positions in Å, forces in eV/Å.

As for the energy above the lowest of the compared OMol25 structures with the same formula, charge and spin: 14.5 kcal per mole. The LUMO energy comes out at -3.032 eV. The total charge is +1. Its frontier orbital gap is 0.2959 Ha. The value obtained for the HOMO energy is -0.4073 Eh.

Atomic partial charges in e from the Löwdin method, atoms 1 to 2: 0.874, 1.070